This record from OMol25 describes a molecular structure, C28H40F3Sn. The level of theory is ωB97M-V with the def2-TZVPD basis set.

Lowest unoccupied orbital energy, Ha: 0.0824
Net charge: -1
Highest occupied orbital energy, eV: -2.455

Last column: Mulliken charge in e.
Atoms and positions in Å:
C1 -2.2092 -3.3822 5.5894  -1.34
C2 -1.9682 -1.9249 5.2130  -0.37
C3 -3.0483 -1.3854 4.2713  -0.37
C4 -2.8819 0.1019 3.9485  -1.08
Sn1 -2.4127 0.5201 1.8472  0.83
C5 -3.8890 -0.5687 0.6554  -1.26
C6 -5.0073 0.3142 0.1193  -0.31
C7 -6.1616 -0.4908 -0.4938  -0.40
C8 -7.2112 0.4122 -1.1383  -1.30
C9 -2.6218 2.6628 1.4408  -1.34
C10 -1.8510 3.5594 2.4138  0.14
C11 -2.7127 4.0561 3.5842  -0.11
C12 -1.9376 4.9976 4.4977  -1.36
C13 -0.2704 0.0990 1.2317  -1.08
C14 0.7534 0.9556 1.8867  0.44
C15 2.0915 1.0716 1.5724  -1.19
H1 -1.4739 -3.7162 6.3235  0.39
H2 -3.2009 -3.5098 6.0290  0.32
H3 -2.1386 -4.0436 4.7220  0.31
H4 -1.9398 -1.3147 6.1224  0.38
H5 -0.9897 -1.8154 4.7331  0.24
H6 -3.0391 -1.9896 3.3533  0.20
H7 -4.0364 -1.5601 4.7205  0.30
H8 -3.7959 0.6651 4.1591  0.40
H9 -2.0685 0.5588 4.5177  0.49
H10 -3.3212 -1.0266 -0.1579  0.41
H11 -4.2641 -1.3737 1.2959  0.37
H12 -5.4289 0.9544 0.9098  0.25
H13 -4.6207 0.9920 -0.6544  0.31
H14 -5.7739 -1.1832 -1.2508  0.33
H15 -6.6484 -1.0947 0.2792  0.30
H16 -7.9947 -0.1705 -1.6297  0.38
H17 -7.7009 1.0547 -0.4027  0.32
H18 -6.7676 1.0647 -1.8962  0.32
H19 -2.2372 2.7479 0.4161  0.39
H20 -3.6967 2.8807 1.4342  0.47
H21 -0.9654 3.0312 2.8040  -0.19
H22 -1.4421 4.4234 1.8590  0.35
H23 -3.5907 4.5818 3.1870  0.34
H24 -3.0941 3.1973 4.1517  0.05
H25 -2.6158 5.5038 5.1847  0.40
H26 -1.1975 4.4583 5.0938  0.31
H27 -1.4167 5.7655 3.9198  0.31
H28 -0.2568 -0.9363 1.5964  0.39
H29 -0.2684 0.1004 0.1300  0.38
H30 0.4255 1.4269 2.8236  0.30
H31 2.7496 1.5737 2.2848  0.26
H32 2.4895 0.2737 0.9374  0.31
F1 8.4345 3.4540 0.0502  -0.35
C16 7.4597 2.5239 0.3253  0.58
C17 7.8548 1.2463 0.7137  -0.98
C18 6.8308 0.3569 1.0429  0.58
F2 7.1670 -0.9259 1.4018  -0.35
C19 5.4838 0.7055 0.9862  -0.86
C20 5.0957 1.9914 0.4944  0.60
C21 3.6923 2.1733 0.2137  -1.07
C22 3.0736 3.4419 -0.0841  1.11
C23 1.7886 3.3605 -0.7023  -1.04
C24 1.0891 4.4896 -1.1100  -0.24
C25 1.6967 5.7521 -1.0377  -0.89
C26 2.9414 5.8405 -0.3916  0.49
F3 3.5116 7.0905 -0.2925  -0.36
C27 3.6078 4.7457 0.1734  -0.85
C28 6.1271 2.9191 0.1827  -1.12
H33 8.9078 0.9605 0.7716  0.42
H34 4.7181 -0.0080 1.2934  0.32
H35 3.2966 1.3568 -0.4019  0.67
H36 1.3553 2.3552 -0.8345  0.17
H37 0.0555 4.3883 -1.4485  0.37
H38 1.1911 6.6505 -1.3662  0.39
H39 4.5138 4.9025 0.7554  0.72
H40 5.9054 3.9062 -0.2208  0.70